{"formula": "C71H57GeN4O3PV", "method": "ωB97M-V with the def2-TZVPD basis set", "species": ["V", "O", "C", "C", "O", "O", "C", "C", "C", "C", "C", "C", "C", "C", "C", "C", "C", "C", "H", "H", "H", "H", "H", "H", "H", "H", "H", "H", "H", "C", "C", "C", "C", "C", "C", "P", "C", "C", "C", "C", "C", "C", "C", "C", "C", "C", "C", "C", "C", "C", "C", "C", "H", "H", "H", "H", "H", "H", "H", "H", "H", "H", "H", "H", "H", "H", "H", "H", "N", "C", "C", "C", "C", "C", "N", "C", "C", "C", "C", "C", "N", "H", "H", "H", "H", "H", "H", "H", "H", "H", "Ge", "C", "C", "C", "C", "C", "C", "C", "C", "C", "C", "C", "C", "H", "H", "H", "H", "H", "H", "H", "H", "H", "H", "H", "N", "C", "C", "C", "C", "C", "C", "C", "C", "C", "C", "C", "C", "C", "H", "H", "H", "H", "H", "H", "H", "H", "H", "H"], "positions_angstrom": [[0.11185, -0.68637, -0.62185], [-1.46730, 1.09503, 1.01083], [-0.96944, 2.38060, 1.39006], [0.56233, 2.39662, 1.06074], [1.33517, 3.18706, 1.52447], [0.86982, 1.50692, 0.09601], [-1.50357, 3.44361, 0.43513], [-1.44623, 4.78460, 0.81021], [-1.88213, 5.77106, -0.05689], [-2.37202, 5.43995, -1.31829], [-2.43569, 4.11572, -1.69966], [-1.99260, 3.10573, -0.82998], [-1.43319, 2.70985, 2.80805], [-0.63909, 3.33024, 3.76549], [-1.16977, 3.64171, 5.01426], [-2.49779, 3.36897, 5.30439], [-3.30208, 2.76845, 4.34344], [-2.77129, 2.43676, 3.10533], [-1.33190, 0.52695, 1.78234], [-1.06188, 5.05101, 1.78663], [-1.84893, 6.80974, 0.25234], [-2.71322, 6.21879, -1.99088], [-2.85328, 3.85427, -2.66162], [-2.17315, 2.05867, -1.06197], [0.38196, 3.58479, 3.52641], [-0.53747, 4.11342, 5.75902], [-2.91385, 3.64699, 6.26707], [-4.35009, 2.57804, 4.54918], [-3.40932, 1.99189, 2.34889], [2.30499, -5.21894, 3.19687], [2.80740, -4.06933, 3.79275], [2.64388, -2.83125, 3.18544], [1.96473, -2.72683, 1.96902], [1.46770, -3.89045, 1.37859], [1.63780, -5.12800, 1.98389], [1.82334, -1.11188, 1.10698], [2.03774, 0.00834, 2.52077], [3.12513, 0.86501, 2.64117], [3.32790, 1.55446, 3.82991], [2.45367, 1.38928, 4.89390], [1.34489, 0.56274, 4.76278], [1.12886, -0.11726, 3.57697], [3.40417, -0.98426, 0.21234], [4.63386, -1.30600, 0.72891], [5.79364, -1.11647, -0.04625], [5.69904, -0.63107, -1.32338], [4.44393, -0.32783, -1.89350], [4.31905, 0.09532, -3.24905], [3.08887, 0.27519, -3.79655], [1.91635, 0.07201, -3.01354], [1.97544, -0.29719, -1.67720], [3.27313, -0.49946, -1.10974], [2.43372, -6.18245, 3.67737], [3.33290, -4.13293, 4.73882], [3.04024, -1.94912, 3.67094], [0.92791, -3.83031, 0.44726], [1.24146, -6.01978, 1.50860], [3.81671, 0.99514, 1.82177], [4.18289, 2.21337, 3.92429], [2.63114, 1.91267, 5.82691], [0.65432, 0.43845, 5.58897], [0.28219, -0.79316, 3.48625], [4.72130, -1.70217, 1.73286], [6.76219, -1.36174, 0.37407], [6.59263, -0.49085, -1.92477], [5.21674, 0.23959, -3.84128], [2.98287, 0.55879, -4.83815], [0.96679, 0.11941, -3.53380], [-1.61572, -1.94740, -3.49216], [-2.54512, -1.21410, -2.76856], [-3.73086, -0.86449, -3.42509], [-4.68672, -0.15532, -2.73779], [-4.45487, 0.17002, -1.40332], [-3.26086, -0.21412, -0.84345], [-2.30113, -0.88597, -1.50763], [-0.51369, -2.69148, -3.09357], [-0.22367, -3.81325, -3.88792], [0.86511, -4.59591, -3.61087], [1.68106, -4.23663, -2.53959], [1.34523, -3.12227, -1.82475], [0.26191, -2.34421, -2.06704], [-1.97224, -2.24728, -4.37906], [-3.88355, -1.14934, -4.46064], [-5.60959, 0.13363, -3.22600], [-5.18121, 0.72499, -0.82447], [-3.03218, 0.03016, 0.18164], [-0.88199, -4.05552, -4.71325], [1.08210, -5.46949, -4.21325], [2.55970, -4.80797, -2.27159], [1.97795, -2.81266, -1.01084], [0.55008, 1.97288, -1.85432], [1.89600, 3.39120, -1.80019], [3.02308, 3.25651, -2.60888], [3.88988, 4.33144, -2.75391], [3.63595, 5.52634, -2.09408], [2.52441, 5.64142, -1.27043], [1.64777, 4.57503, -1.11851], [-0.31847, 1.95744, -3.62140], [-1.57950, 1.41154, -3.82152], [-2.08813, 1.31758, -5.10894], [-1.32457, 1.74313, -6.19203], [-0.06760, 2.29559, -5.98366], [0.43906, 2.41251, -4.69456], [-0.33548, 0.49390, -1.66260], [3.23569, 2.32223, -3.11197], [4.76097, 4.23219, -3.39134], [4.30861, 6.36581, -2.21824], [2.32817, 6.56740, -0.74228], [0.79632, 4.68030, -0.47048], [-2.17678, 1.07298, -2.98048], [-3.08458, 0.92077, -5.26832], [-1.71133, 1.64694, -7.19939], [0.52117, 2.64315, -6.82371], [1.41169, 2.86577, -4.53577], [-0.67488, -1.78493, 0.45870], [-1.53404, -2.44763, 1.11988], [-1.81957, -2.10793, 2.55641], [-1.32870, -2.96963, 3.53611], [-1.53659, -2.68400, 4.87677], [-2.24869, -1.54849, 5.25037], [-2.77123, -0.71059, 4.27654], [-2.56483, -0.99371, 2.93112], [-2.24855, -3.61861, 0.54297], [-1.60784, -4.51962, -0.30785], [-2.29244, -5.61760, -0.80565], [-3.62829, -5.81309, -0.47826], [-4.27550, -4.91092, 0.35760], [-3.58725, -3.82636, 0.87765], [-0.78289, -3.85950, 3.24679], [-1.15248, -3.35869, 5.63266], [-2.41009, -1.33084, 6.29929], [-3.34459, 0.16481, 4.55944], [-3.03219, -0.36513, 2.17867], [-0.56152, -4.38367, -0.55257], [-1.77719, -6.33025, -1.43938], [-4.16200, -6.67316, -0.86420], [-5.31478, -5.06397, 0.62148], [-4.09330, -3.13406, 1.54135]], "forces_ev_per_angstrom": [[0.385, 0.178, -0.344], [0.123, 0.295, 0.028], [0.293, 0.182, -0.121], [-0.528, 0.037, 0.469], [-0.068, -0.369, -0.124], [-0.395, 0.132, -0.361], [-0.066, -0.128, -0.262], [0.028, 0.050, -0.035], [0.022, 0.044, 0.004], [0.018, 0.093, 0.004], [0.102, -0.298, 0.093], [-0.025, 0.135, 0.103], [0.125, -0.118, 0.007], [-0.031, -0.116, 0.037], [0.060, 0.008, -0.028], [-0.029, 0.029, 0.066], [0.016, 0.063, -0.123], [0.040, 0.153, 0.041], [0.013, -0.061, 0.059], [-0.034, 0.018, -0.031], [0.021, -0.076, -0.018], [0.010, -0.074, 0.064], [0.042, -0.072, -0.075], [0.100, 0.119, -0.042], [0.076, -0.044, 0.061], [-0.065, -0.009, -0.079], [0.050, -0.065, -0.081], [0.074, 0.005, -0.002], [0.020, 0.028, 0.034], [0.025, -0.013, 0.047], [0.024, 0.012, 0.021], [-0.025, -0.059, -0.029], [-0.184, -0.107, -0.178], [0.045, 0.048, 0.163], [-0.067, -0.015, -0.070], [1.426, -0.348, 0.157], [-0.458, 0.100, -0.014], [-0.054, 0.044, 0.029], [0.054, 0.022, -0.005], [0.005, 0.080, 0.032], [-0.099, 0.033, 0.041], [-0.055, 0.011, -0.103], [-0.193, 0.119, -0.069], [0.068, 0.004, -0.069], [-0.002, -0.035, 0.087], [0.082, 0.053, -0.094], [-0.161, 0.004, 0.048], [-0.027, -0.171, -0.064], [0.088, -0.340, -0.173], [0.179, -0.240, 0.141], [-0.355, 0.503, -0.059], [0.286, 0.096, -0.004], [-0.005, 0.081, -0.037], [-0.034, 0.001, -0.066], [-0.006, -0.032, 0.009], [0.061, -0.028, 0.125], [0.023, 0.079, 0.049], [0.021, 0.025, -0.017], [-0.058, -0.029, -0.004], [-0.009, -0.038, -0.069], [0.017, 0.024, -0.057], [0.050, 0.032, 0.074], [0.008, 0.004, 0.015], [-0.070, 0.014, -0.039], [-0.081, -0.024, 0.068], [-0.047, -0.015, 0.047], [0.015, 0.005, 0.047], [0.118, -0.240, 0.037], [0.175, 0.166, 0.277], [-0.066, -0.418, 0.125], [-0.230, -0.160, -0.019], [-0.009, -0.079, -0.100], [-0.045, 0.075, -0.010], [-0.090, -0.248, 0.060], [0.440, 0.356, -0.041], [-0.063, 0.038, 0.010], [-0.049, -0.106, -0.108], [-0.030, 0.020, -0.077], [0.050, -0.127, 0.013], [-0.068, 0.074, -0.092], [0.033, 0.090, -0.025], [-0.061, -0.035, -0.255], [0.005, -0.029, 0.112], [0.043, -0.015, 0.009], [0.045, -0.056, 0.004], [-0.038, -0.005, -0.126], [0.009, -0.006, 0.042], [-0.010, 0.051, 0.020], [-0.032, 0.051, -0.008], [0.056, 0.085, 0.005], [0.980, -0.362, 0.091], [-0.315, -0.424, -0.205], [0.046, 0.227, 0.124], [0.047, -0.045, 0.000], [-0.005, -0.015, 0.016], [-0.021, 0.056, 0.053], [0.230, 0.158, -0.172], [-0.253, 0.441, 0.370], [0.073, 0.233, -0.115], [0.023, 0.032, -0.119], [-0.047, -0.050, 0.044], [0.071, -0.006, 0.007], [-0.226, 0.210, -0.211], [-0.206, 0.863, -0.737], [-0.035, 0.363, 0.080], [-0.018, 0.027, 0.054], [-0.028, -0.026, 0.014], [0.043, -0.042, -0.039], [-0.190, 0.071, 0.026], [0.150, 0.259, -0.161], [0.093, 0.058, -0.039], [-0.010, 0.053, 0.052], [-0.033, -0.024, 0.008], [-0.083, -0.015, -0.029], [-1.541, -1.237, 1.832], [0.143, -0.161, -0.021], [-0.126, 0.040, -0.133], [0.002, 0.000, -0.038], [-0.008, 0.018, 0.040], [0.063, -0.055, -0.028], [-0.036, -0.015, 0.077], [-0.082, -0.021, -0.030], [0.172, 0.004, 0.035], [0.008, 0.016, -0.055], [0.026, 0.011, -0.032], [-0.023, 0.038, 0.025], [-0.026, -0.033, -0.029], [0.012, 0.040, 0.056], [0.036, -0.003, -0.007], [0.001, 0.050, -0.036], [-0.003, -0.009, -0.055], [0.068, -0.150, -0.025], [0.058, -0.108, 0.145], [-0.166, -0.029, -0.049], [-0.035, 0.039, 0.023], [0.028, 0.043, 0.023], [0.048, 0.013, -0.027], [0.047, -0.051, 0.016]], "homo_ha": [-0.47155, -0.47336], "multiplicity": 2, "lumo_ha": [-0.2023, -0.1938], "total_charge": 2, "e_above_lowest_ev": 1.655, "molar_mass_g_mol": 1168.8}